138
Properties=species:S:1:pos:R:3:forces:R:3 method="wB97M-V/def2-TZVPD" fmax_ev_per_a=2.15 smiles="O=C1C=C(O)C(=O)C=C1O.CN(C)C=O.COCCOC.COCCOC.COCCOC.COCCOC.COCCOC.COCCOC.COCCOC" homo_ev=-9.2 gap_ev=8.1
O 3.13079 3.80681 -0.95859 -0.2 -0.8 0.2
C 2.37623 3.58797 -1.88177 0.1 1.7 0.0
C 2.45544 4.45386 -3.06681 0.4 -0.1 -1.5
C 1.70087 4.28524 -4.16080 -0.5 0.7 -0.3
O 1.69717 5.15717 -5.18184 0.6 0.3 0.0
C 0.69539 3.21762 -4.24034 -1.1 -1.2 1.4
O -0.02698 2.99581 -5.19211 0.4 0.6 -0.5
C 0.48994 2.49559 -2.98152 0.1 -0.8 1.1
C 1.21768 2.64466 -1.85986 0.1 0.1 -0.4
O 0.97758 2.01901 -0.70381 0.5 -0.3 0.0
H 3.20982 5.22148 -3.18609 0.1 0.1 0.7
H 0.99381 4.95890 -5.81550 0.0 -0.4 0.1
H -0.28520 1.74544 -2.87610 -0.3 0.2 -0.6
H 0.79299 1.05301 -0.85418 -0.3 0.3 0.1
C -1.75406 -2.18589 3.42735 -0.9 -1.3 -0.2
N -0.91063 -3.37437 3.38122 1.0 0.2 0.0
C 0.11482 -3.56600 4.40197 -0.2 0.2 -0.4
C -1.15128 -4.35333 2.50355 -0.8 -0.8 -0.2
O -0.53160 -5.39282 2.36630 0.2 0.3 0.2
H -1.33714 -1.41001 4.05983 0.2 0.0 -0.2
H -2.71587 -2.51354 3.83528 -0.1 0.5 0.2
H -1.96526 -1.86632 2.40731 0.2 0.4 0.1
H -0.31697 -4.14307 5.22160 0.2 0.3 0.3
H 0.96860 -4.12840 4.03119 -0.1 0.0 -0.3
H 0.43551 -2.55615 4.64983 0.2 -0.2 0.6
H -2.09842 -4.20768 1.94751 0.2 0.3 -0.3
C -1.01277 -7.03142 -3.22377 0.3 -0.9 1.4
O -1.25956 -7.19390 -1.80273 -0.1 1.6 -0.1
C -2.04301 -6.12072 -1.28031 -0.7 -0.1 -0.5
C -1.59474 -4.65741 -1.47655 1.1 -1.1 0.0
O -1.35129 -4.22432 -2.80305 -0.3 0.8 -0.1
C -2.39902 -3.54509 -3.46443 -0.1 -1.1 -1.1
H -0.10378 -6.45314 -3.38050 0.0 0.1 -0.1
H -1.85461 -6.53685 -3.70107 -0.1 -0.2 -0.3
H -0.85138 -8.07097 -3.50974 -0.1 0.2 -0.7
H -2.15443 -6.24002 -0.20039 0.4 -0.2 0.0
H -3.06335 -6.24605 -1.67131 -0.1 0.1 -0.2
H -0.59111 -4.60052 -1.04746 -0.2 0.3 0.6
H -2.33937 -4.06321 -0.93982 0.2 0.3 0.0
H -2.46674 -2.45527 -3.39966 0.1 0.0 1.0
H -3.33404 -4.07274 -3.26385 -0.3 0.5 0.1
H -2.21688 -3.66957 -4.53665 0.0 -0.3 0.0
C -0.05496 6.22594 3.65547 -0.3 -1.6 1.2
O -0.85219 5.77658 2.59860 0.7 -0.5 -1.1
C -2.20191 5.50774 2.86817 -0.4 0.8 0.5
C -2.97415 4.90289 1.70292 0.8 0.4 -0.2
O -2.86774 3.52384 1.53233 -0.2 -1.1 0.3
C -1.57956 3.05418 1.13511 -0.6 1.6 -0.5
H -0.33953 7.20982 4.02812 0.5 0.4 -0.4
H 0.98470 5.99491 3.43001 0.1 1.1 -0.6
H -0.13838 5.55392 4.53024 -0.6 0.0 0.1
H -2.66422 6.49496 3.03158 -0.3 -0.2 0.4
H -2.28888 4.87538 3.76213 -0.1 0.1 0.0
H -2.64982 5.44065 0.79951 -0.1 -0.1 -0.1
H -4.02929 5.12234 1.86075 0.0 -0.1 0.0
H -1.38012 3.48962 0.14935 0.3 -0.1 -0.1
H -1.58944 1.97732 1.00726 -0.1 -0.1 0.5
H -0.85468 3.46559 1.83671 0.4 -0.6 -0.1
C 6.30012 -4.20220 -1.29492 -0.6 0.6 -0.5
O 5.85615 -2.86057 -1.05443 1.2 -0.5 -0.1
C 6.93200 -1.96336 -1.00319 0.7 1.1 0.1
C 6.43029 -0.59516 -1.50799 0.7 -0.5 1.2
O 5.26263 -0.19987 -0.82165 -0.5 0.3 -0.8
C 5.46367 0.32769 0.46678 0.0 0.3 0.7
H 6.86315 -4.66438 -0.48052 -0.5 0.1 0.4
H 6.98181 -4.26076 -2.15015 -0.2 0.2 -0.2
H 5.34781 -4.66600 -1.54530 0.4 -0.8 0.2
H 7.78304 -2.21718 -1.65233 -0.3 -0.4 -0.3
H 7.42444 -1.91911 -0.02154 -0.5 0.0 0.3
H 6.30585 -0.76983 -2.57552 -0.8 0.5 0.0
H 7.16982 0.19846 -1.36411 0.4 -0.2 -0.2
H 5.32553 1.40861 0.59714 0.0 0.2 -0.9
H 6.47394 0.14195 0.83854 -0.1 -0.4 0.2
H 4.69210 -0.07852 1.12261 0.3 -0.5 0.1
C -1.18170 -0.45914 -1.18563 0.7 0.6 0.7
O 0.21864 -0.50377 -0.87958 0.1 -0.4 -1.2
C 0.57470 -1.19621 0.29376 0.0 -0.2 0.5
C 2.09168 -1.07886 0.51737 -0.1 0.9 -0.1
O 2.42516 -0.96385 1.86708 0.3 -0.9 0.9
C 2.09278 0.23455 2.54714 -0.1 -0.6 -0.4
H -1.68377 -1.36079 -0.83879 -0.1 -0.1 -0.2
H -1.28964 -0.27782 -2.25188 0.0 -0.3 -0.1
H -1.56131 0.42202 -0.65997 -0.5 -0.1 0.0
H 0.37759 -2.27488 0.25459 -0.5 0.1 -0.4
H -0.05320 -0.77325 1.08985 0.5 -0.1 0.4
H 2.52628 -0.22644 -0.02508 -0.4 0.1 -0.1
H 2.61366 -1.94960 0.11972 -0.1 -0.1 0.2
H 1.07664 0.20289 2.95735 -0.2 0.1 -0.3
H 2.21927 1.06204 1.84376 0.0 0.4 0.4
H 2.74475 0.25748 3.41912 0.2 0.4 -0.2
C -2.82744 -1.44637 8.71271 0.2 -0.1 -0.4
O -2.03577 -1.27956 9.86058 0.2 0.5 0.2
C -0.64107 -1.25419 9.63695 0.5 -0.6 0.4
C -0.12861 -0.07498 8.80132 -0.9 -0.2 0.0
O 0.28848 -0.50068 7.52336 -0.2 0.2 -0.2
C 0.15442 0.44116 6.47746 0.6 -0.9 -0.7
H -2.66333 -2.38459 8.16292 0.0 -0.4 0.6
H -2.61781 -0.71703 7.91912 -0.3 0.5 0.4
H -3.83889 -1.38513 9.10466 -0.2 0.0 -0.5
H -0.40472 -2.25885 9.26760 0.6 0.3 -0.5
H -0.14136 -1.17556 10.60413 -0.4 -0.1 0.2
H 0.66742 0.48596 9.29512 0.1 -0.1 0.1
H -1.01591 0.57210 8.76629 0.2 0.3 -0.3
H 0.49207 -0.10881 5.59547 -0.2 0.0 -0.1
H 0.84931 1.28446 6.49350 -0.2 0.3 0.7
H -0.87748 0.74797 6.30061 -0.1 0.2 0.3
C 3.34517 0.11316 -3.03828 -0.4 -0.4 -0.3
O 2.28329 -0.00153 -3.96904 0.5 0.7 -0.3
C 1.58020 -1.22034 -3.93461 0.9 0.3 -0.4
C 0.31358 -1.02292 -4.71698 -1.2 -0.7 0.9
O 0.50180 -0.96924 -6.09356 0.8 0.3 -0.3
C -0.63649 -0.57601 -6.85510 0.7 0.1 1.4
H 3.71983 1.13420 -3.07249 -0.4 0.2 0.3
H 4.23027 -0.48879 -3.26103 -0.3 -0.4 -0.2
H 2.94761 -0.20573 -2.07497 0.4 0.3 0.3
H 1.38051 -1.48102 -2.88689 -0.3 -0.1 -0.1
H 2.21432 -1.99648 -4.38469 -0.2 -0.2 0.0
H -0.22772 -0.16749 -4.28798 0.3 0.5 -0.4
H -0.35564 -1.85458 -4.43721 0.0 -0.3 -0.3
H -1.44478 -1.22307 -6.50068 -0.4 0.0 -0.8
H -0.33432 -0.64428 -7.89473 -0.4 -0.4 -0.1
H -0.87167 0.47042 -6.63160 -0.2 0.0 0.0
C -4.06827 3.93245 -5.86617 -0.6 -0.1 0.4
O -4.82847 4.18407 -4.69435 0.1 -0.3 0.3
C -4.11317 4.02833 -3.47796 0.7 -0.4 -0.9
C -5.06235 3.84790 -2.29833 0.3 1.8 0.2
O -4.48222 3.09947 -1.26700 0.6 -0.4 0.0
C -4.76978 1.71478 -1.31272 -1.0 0.5 0.5
H -3.15187 4.52416 -5.89467 0.0 0.1 -0.1
H -4.74286 4.17534 -6.68414 0.2 0.2 -0.2
H -3.82956 2.86831 -5.94704 0.2 0.0 0.1
H -3.42792 4.87785 -3.37051 -0.4 0.4 0.4
H -3.36211 3.22520 -3.50243 -0.5 -0.6 -0.2
H -6.09209 3.58772 -2.55760 0.2 -0.7 -0.3
H -5.17234 4.86058 -1.89624 -0.1 -0.1 0.3
H -4.69448 1.26900 -2.30741 0.1 0.1 -0.1
H -5.80013 1.63766 -0.94187 -0.1 -0.5 -0.3
H -4.15855 1.18132 -0.58635 0.3 0.2 -0.1